This record from the OMol25 dataset describes an isolated molecule of C4H9NO. The level of theory is the ωB97M-V functional and the def2-TZVPD basis.

Cartesian coordinates (Å):
N  -2.119  -0.025  -0.402
C  -1.082  -0.135  0.584
C  0.349  0.313  0.023
O  0.342  1.635  -0.441
C  1.034  -0.706  -0.799
C  1.557  -0.220  0.686
H  -2.146  0.916  -0.782
H  -1.963  -0.666  -1.172
H  -1.312  0.535  1.416
H  -1.024  -1.159  0.950
H  0.351  2.223  0.325
H  1.287  -0.401  -1.804
H  0.853  -1.769  -0.803
H  1.439  -0.946  1.476
H  2.437  0.404  0.744

Computed properties:
**E**: -7829.8880 eV
**Charge**: 0